(1)
{
  "formula": "C23H44Cl18F3O2S",
  "method": "wB97M-V/def2-TZVPD",
  "total_charge": 1,
  "lumo_ev": -3.54,
  "elements": ["O", "C", "O", "C", "C", "C", "S", "C", "F", "F", "F", "H", "H", "H", "H", "H", "H", "H", "H", "Cl", "C", "C", "Cl", "H", "H", "H", "H", "Cl", "C", "C", "Cl", "H", "H", "H", "H", "Cl", "C", "C", "Cl", "H", "H", "H", "H", "Cl", "C", "C", "Cl", "H", "H", "H", "H", "Cl", "C", "C", "Cl", "H", "H", "H", "H", "Cl", "C", "C", "Cl", "H", "H", "H", "H", "Cl", "C", "C", "Cl", "H", "H", "H", "H", "Cl", "C", "C", "Cl", "H", "H", "H", "H", "Cl", "C", "C", "Cl", "H", "H", "H", "H"],
  "xyz": [[0.36, 0.96, 3.61], [0.52, 1.70, 2.66], [0.57, 1.23, 1.38], [0.66, 3.19, 2.86], [-0.63, 3.97, 2.58], [-1.38, 3.50, 1.31], [-3.14, 3.14, 1.63], [-3.28, 1.35, 2.08], [-4.45, 1.16, 2.67], [-3.22, 0.69, 0.94], [-2.30, 1.00, 2.90], [1.47, 0.91, 1.17], [1.49, 3.59, 2.30], [0.91, 3.32, 3.90], [-1.25, 4.00, 3.47], [-0.35, 5.00, 2.41], [-0.92, 2.66, 0.80], [-1.43, 4.32, 0.60], [-3.44, 3.78, 2.78], [-9.33, 3.71, 4.17], [-8.66, 3.40, 2.56], [-7.27, 2.81, 2.63], [-6.08, 4.01, 3.25], [-8.67, 4.33, 2.00], [-9.32, 2.69, 2.06], [-6.94, 2.51, 1.64], [-7.23, 1.95, 3.29], [1.93, -2.89, 1.21], [2.48, -2.34, -0.39], [3.71, -1.47, -0.29], [3.38, 0.12, 0.48], [1.66, -1.81, -0.87], [2.71, -3.22, -0.97], [4.09, -1.26, -1.29], [4.50, -1.94, 0.29], [-15.31, 3.08, 4.93], [-13.75, 2.89, 5.75], [-12.69, 2.31, 4.84], [-13.02, 0.60, 4.43], [-13.90, 2.26, 6.63], [-13.44, 3.88, 6.08], [-11.73, 2.33, 5.34], [-12.62, 2.87, 3.92], [5.05, 2.93, -1.81], [6.62, 2.79, -0.97], [7.68, 2.16, -1.84], [7.38, 0.43, -2.18], [6.45, 2.23, -0.06], [6.93, 3.80, -0.70], [8.66, 2.22, -1.37], [7.73, 2.68, -2.80], [-0.74, -3.03, -0.99], [-2.26, -2.63, -0.17], [-2.45, -3.44, 1.09], [-2.75, -5.15, 0.74], [-3.08, -2.78, -0.87], [-2.22, -1.57, 0.08], [-3.32, -3.07, 1.64], [-1.58, -3.37, 1.74], [0.67, -8.28, -1.58], [0.46, -6.96, -2.76], [1.76, -6.57, -3.41], [2.87, -5.77, -2.26], [0.00, -6.13, -2.25], [-0.23, -7.33, -3.52], [1.56, -5.86, -4.21], [2.27, -7.43, -3.82], [10.15, 2.04, -4.88], [9.67, 3.42, -5.90], [9.64, 4.71, -5.12], [8.32, 4.72, -3.92], [8.70, 3.19, -6.33], [10.40, 3.49, -6.70], [9.46, 5.54, -5.80], [10.57, 4.88, -4.59], [6.72, -2.48, 0.12], [8.24, -2.32, 1.04], [8.20, -1.15, 1.99], [8.17, 0.41, 1.12], [9.05, -2.23, 0.32], [8.37, -3.24, 1.60], [9.08, -1.15, 2.61], [7.32, -1.18, 2.63], [-1.46, -5.25, -6.30], [-3.12, -5.14, -5.66], [-3.16, -4.46, -4.31], [-2.39, -5.46, -3.05], [-3.53, -6.14, -5.61], [-3.70, -4.56, -6.37], [-4.19, -4.30, -4.01], [-2.64, -3.50, -4.33]]
}



(2)
{
  "formula": "C37H55BIN2O16",
  "method": "wB97M-V/def2-TZVPD",
  "total_charge": 1,
  "lumo_ev": -4.39,
  "elements": ["C", "C", "C", "C", "C", "O", "C", "N", "C", "C", "O", "C", "C", "O", "C", "C", "O", "C", "C", "C", "I", "C", "N", "B", "O", "O", "C", "H", "H", "H", "H", "H", "H", "H", "H", "H", "H", "H", "H", "H", "H", "H", "H", "H", "H", "H", "H", "H", "H", "H", "H", "H", "O", "C", "O", "C", "C", "C", "H", "H", "H", "H", "H", "H", "O", "C", "O", "C", "C", "C", "H", "H", "H", "H", "H", "H", "O", "C", "O", "C", "C", "C", "H", "H", "H", "H", "H", "H", "O", "C", "O", "C", "C", "C", "H", "H", "H", "H", "H", "H", "O", "C", "O", "C", "C", "C", "H", "H", "H", "H", "H", "H"],
  "xyz": [[7.10, -2.93, -1.18], [6.20, -2.23, -1.89], [4.94, -1.75, -1.15], [4.11, -0.81, -1.98], [2.83, -1.19, -2.42], [2.30, -2.43, -2.09], [1.86, -2.34, -0.83], [1.70, -2.25, 0.30], [2.01, -0.36, -3.19], [0.62, -0.82, -3.60], [-0.09, -1.28, -2.48], [-0.82, -0.23, -1.83], [-2.10, 0.18, -2.57], [-3.11, -0.68, -2.13], [-4.32, -0.40, -2.82], [-5.46, -1.26, -2.23], [-5.65, -1.02, -0.86], [-6.31, 0.20, -0.58], [-7.83, 0.11, -0.90], [2.54, 0.91, -3.55], [1.51, 2.32, -4.75], [3.80, 1.25, -3.09], [4.53, 0.41, -2.32], [5.88, 0.93, -1.84], [6.04, 1.02, -0.47], [6.86, 1.22, -2.74], [7.39, 2.56, -2.55], [7.21, -2.69, -0.12], [7.73, -3.71, -1.61], [6.39, -1.97, -2.92], [4.35, -2.65, -0.98], [5.16, -1.34, -0.16], [0.71, -1.67, -4.29], [0.10, 0.00, -4.11], [-0.15, 0.63, -1.67], [-1.13, -0.61, -0.86], [-1.96, 0.16, -3.66], [-2.35, 1.22, -2.30], [-4.54, 0.67, -2.75], [-4.24, -0.66, -3.89], [-6.36, -1.05, -2.83], [-5.23, -2.31, -2.39], [-5.88, 1.05, -1.11], [-6.23, 0.36, 0.49], [-8.19, -0.91, -0.74], [-8.00, 0.34, -1.95], [-8.39, 0.82, -0.29], [4.23, 2.22, -3.35], [5.86, 1.95, -0.25], [8.25, 2.68, -3.20], [6.64, 3.31, -2.84], [7.72, 2.75, -1.53], [-8.56, -3.01, -2.84], [-8.89, -3.62, -1.86], [-9.81, -3.17, -0.98], [-9.92, -4.07, 0.14], [-9.40, -5.40, -0.39], [-8.36, -4.96, -1.41], [-9.32, -3.68, 0.96], [-10.95, -4.12, 0.46], [-9.02, -6.05, 0.39], [-10.21, -5.94, -0.90], [-7.38, -4.81, -0.95], [-8.27, -5.65, -2.24], [8.11, 3.03, 1.71], [7.74, 2.41, 2.67], [6.83, 2.89, 3.55], [6.67, 1.95, 4.64], [7.14, 0.62, 4.09], [8.22, 1.04, 3.10], [7.28, 2.29, 5.48], [5.63, 1.94, 4.95], [7.48, -0.06, 4.87], [6.32, 0.13, 3.56], [9.19, 1.14, 3.58], [8.28, 0.37, 2.25], [-11.29, -3.78, 3.21], [-10.70, -4.77, 3.51], [-10.19, -5.63, 2.59], [-9.63, -6.78, 3.25], [-9.32, -6.31, 4.66], [-10.42, -5.28, 4.91], [-10.36, -7.59, 3.23], [-8.73, -7.10, 2.71], [-9.30, -7.12, 5.39], [-8.34, -5.82, 4.69], [-11.33, -5.74, 5.30], [-10.09, -4.47, 5.56], [7.06, 1.06, 8.10], [6.60, 2.10, 8.46], [5.58, 2.71, 7.82], [5.32, 4.00, 8.42], [5.89, 3.90, 9.83], [7.07, 2.94, 9.63], [5.82, 4.76, 7.83], [4.25, 4.19, 8.42], [6.17, 4.86, 10.25], [5.16, 3.44, 10.50], [7.98, 3.47, 9.34], [7.25, 2.33, 10.50], [3.48, 8.39, -8.92], [3.07, 7.54, -8.20], [3.88, 6.60, -7.62], [3.08, 5.65, -6.90], [1.78, 6.37, -6.59], [1.63, 7.29, -7.80], [2.94, 4.77, -7.53], [3.62, 5.35, -6.00], [0.94, 5.69, -6.44], [1.89, 6.97, -5.69], [1.12, 6.80, -8.63], [1.13, 8.22, -7.55]]
}



(3)
{
  "formula": "C3H8OS2",
  "method": "wB97M-V/def2-TZVPD",
  "spin_multiplicity": 2,
  "s2": 0.76,
  "total_charge": 1,
  "lumo_ev": [-4.98, -7.74],
  "e_above_lowest_kj_mol": 123.7,
  "elements": ["C", "S", "S", "H", "H", "H", "H", "C", "C", "O", "H", "H", "H", "H"],
  "xyz": [[-0.09, -1.33, 1.61], [0.42, -1.52, -0.13], [2.59, -0.94, 0.04], [-0.28, -2.35, 2.03], [-1.03, -0.74, 1.56], [0.61, -0.66, 1.98], [2.33, 0.10, -0.73], [-0.51, 0.68, -1.74], [-1.14, 1.23, -0.66], [-0.57, 1.78, 0.44], [-1.06, -0.04, -2.37], [0.54, 0.95, -1.93], [-2.23, 1.29, -0.53], [0.41, 1.58, 0.43]]
}



Number 1: E -273045.40036 eV. Number 2: E -83771.33063 eV. Number 3: E -26948.70328 eV.